Density functional theory data (ωB97M-V/def2-TZVPD) for a molecular structure, C17H9F3I2N2O4PtS at a distorted geometry.

Each line ends with the natural charge from an NBO analysis.
Element x y z (Å)
Pt: -4.557 -1.629 -2.843  0.5722
I: -3.431 -1.743 -0.542  0.7314
I: -0.854 3.409 5.783  0.1985
S: -4.212 0.736 3.597  1.1251
F: 1.734 3.739 0.618  -0.3121
F: 1.014 4.124 -1.383  -0.2733
F: -0.367 3.590 0.187  -0.3403
O: 0.088 -2.373 0.199  -0.5274
O: -0.576 -0.601 -1.012  -0.5393
O: 1.011 2.078 -0.678  -0.4978
O: 0.260 0.873 4.831  -0.4752
N: -2.761 1.402 3.586  -0.5305
N: -4.098 -0.138 2.244  -0.5434
C: -1.039 -0.098 0.153  0.5134
C: 1.093 1.137 0.384  -0.0951
C: 0.165 -1.803 -0.835  0.7742
C: -0.110 1.921 4.466  0.4494
C: -0.283 0.778 0.918  -0.1506
C: 0.004 2.262 2.950  -0.6177
C: -2.897 0.072 1.746  0.0186
C: 2.446 -3.096 -4.183  -0.1514
C: 1.850 -1.364 -2.616  -0.1913
C: 0.863 3.376 -0.317  1.1639
C: 0.825 -3.536 -2.449  -0.1828
C: 1.567 -3.965 -3.542  -0.1951
C: 0.955 -2.230 -1.984  -0.1523
C: -0.787 1.333 2.118  0.3101
C: 2.596 -1.799 -3.705  -0.1814
C: -2.345 -0.470 0.561  -0.2087
C: -2.106 0.970 2.523  0.1005
H: 3.272 -1.104 -4.176  0.2380
H: -0.277 3.298 2.755  0.3190
H: 1.505 0.245 -0.062  0.2249
H: 1.058 2.158 2.738  0.2745
H: 1.973 -0.352 -2.262  0.2175
H: 1.782 1.422 1.166  0.2276
H: 3.008 -3.415 -5.043  0.2409
H: 1.474 -4.970 -3.919  0.2394
H: 0.156 -4.236 -1.973  0.2266

- Net charge: +2
- E_HOMO: -14.66 eV
- Lowest unoccupied orbital energy: -11.716 eV
- Orbital gap: 2.9 eV
- Max |F|: 1.25 eV/Å

***

Density functional theory data (ωB97M-V/def2-TZVPD) for a molecular structure, C18H11AlN6O2S3 at a distorted geometry.

Each line ends with the natural charge from an NBO analysis.
Element x y z (Å)
S: 1.759 2.748 1.005  -0.2477
S: -1.051 -1.091 -0.415  1.7147
S: -0.829 3.399 -1.128  -0.2490
Al: 0.674 1.852 -0.685  1.4927
O: -1.506 -1.718 -1.628  -0.9108
O: 0.011 -2.108 0.338  -0.7011
N: 0.149 7.233 4.828  -0.2735
N: -1.518 -7.453 0.561  -0.8000
N: -2.973 7.949 2.305  -0.2732
N: 1.307 -1.300 -2.453  -0.4603
N: 0.182 0.043 -0.824  -1.0342
N: 1.695 1.030 -2.130  -0.6624
C: -2.219 7.103 2.115  0.2651
C: -0.398 -5.638 -0.573  -0.2526
C: 0.675 4.777 2.413  -0.1539
C: -0.016 6.593 3.888  0.2655
C: 2.571 1.046 -3.133  0.1386
C: -0.536 4.265 0.390  -0.1498
C: 2.174 -1.256 -3.448  0.1515
C: -1.436 5.278 0.708  -0.1654
C: 0.535 4.004 1.263  -0.1659
C: -0.210 5.802 2.713  -0.1341
C: 1.055 -0.148 -1.831  0.5922
C: -1.422 -5.258 1.566  -0.2794
C: -0.044 -4.304 -0.644  -0.2065
C: 2.835 -0.093 -3.854  -0.3532
C: -0.371 -3.449 0.395  0.1893
C: -1.102 -6.137 0.527  0.1711
C: -1.065 -3.925 1.496  -0.1737
C: -1.286 6.054 1.848  -0.1277
H: -0.136 -6.309 -1.382  0.2068
H: 3.057 1.991 -3.340  0.2238
H: 1.499 4.572 3.083  0.2389
H: 0.486 -3.912 -1.502  0.2370
H: -1.820 -7.835 1.438  0.3849
H: -1.953 -5.630 2.435  0.2098
H: -2.270 5.466 0.045  0.2405
H: 3.533 -0.091 -4.675  0.2420
H: 2.363 -2.203 -3.943  0.2084
H: -1.307 -3.247 2.305  0.2173
H: -1.092 -8.101 -0.076  0.3844

- Energy relative to the best compared isomer or geometry (same formula, charge and spin): 9.3 kcal/mol
- E_HOMO: -8.15 eV
- Lowest unoccupied orbital energy: -0.828 eV
- Orbital gap: 7.3 eV
- Max |F|: 1.01 eV/Å

***

Density functional theory data (ωB97M-V/def2-TZVPD) for C18H11BrN2O2 in the gas phase at a distorted geometry.

Each line ends with the natural charge from an NBO analysis.
Element x y z (Å)
Br: 1.040 -5.673 -3.263  0.0736
O: -1.571 -0.072 -1.214  -0.5305
O: 0.667 3.325 2.253  -0.5064
N: 1.667 0.560 2.062  -0.4314
N: 0.837 -0.869 0.532  -0.3798
C: -2.907 2.407 -0.806  -0.1768
C: 0.580 1.117 1.374  0.1024
C: 0.982 -4.195 -2.075  -0.0843
C: 0.036 0.256 0.482  0.0009
C: 0.868 -1.922 -0.413  0.2157
C: -1.174 2.890 0.770  -0.1437
C: -1.650 4.195 0.910  -0.1593
C: 2.041 -2.233 -1.075  -0.2328
C: 0.070 2.526 1.504  0.5098
C: -2.828 4.604 0.269  -0.1905
C: -3.436 3.714 -0.652  -0.1904
C: 2.105 -3.358 -1.929  -0.2229
C: 1.778 -0.620 1.543  0.4034
C: -0.269 -2.772 -0.595  -0.1950
C: -0.194 -3.863 -1.431  -0.2263
C: -1.772 2.000 -0.108  -0.0531
C: 2.915 -1.504 1.919  -0.6674
C: -1.146 0.660 -0.336  0.5214
H: -1.072 -4.498 -1.605  0.2327
H: 2.894 -1.609 -0.914  0.2254
H: 3.025 -3.652 -2.419  0.2319
H: -1.140 4.894 1.584  0.2450
H: -3.102 5.633 0.358  0.2202
H: -1.193 -2.530 -0.122  0.2328
H: 3.014 -1.487 3.011  0.2523
H: 3.866 -1.130 1.497  0.2395
H: 2.755 -2.532 1.604  0.2289
H: -4.256 4.024 -1.265  0.2198
H: -3.430 1.713 -1.450  0.2348

- Energy relative to the best compared isomer or geometry (same formula, charge and spin): 1.9 kcal/mol
- Structure (SMILES): Cc1nc2c(n1-c1ccc(Br)cc1)C(=O)c1ccccc1C2=O
- E_HOMO: -9.16 eV
- Lowest unoccupied orbital energy: -1.020 eV
- Orbital gap: 8.1 eV
- Max |F|: 3.19 eV/Å

***

Density functional theory data (ωB97M-V/def2-TZVPD) for a molecular structure, C18H12BCo2F3O6 at a distorted geometry.

Each line ends with the natural charge from an NBO analysis.
Element x y z (Å)
Co: 0.729 2.918 6.188  -0.0474
Co: -0.360 2.291 8.336  -0.0049
F: -1.370 -1.719 0.280  -0.5468
F: -2.838 -0.154 -0.655  -0.5421
F: -1.282 -1.249 -2.002  -0.5393
O: -1.100 4.526 10.049  -0.4649
O: -2.210 0.337 9.405  -0.4610
O: 1.458 4.341 3.736  -0.4266
O: 2.039 1.179 9.566  -0.4974
O: 0.867 5.483 7.631  -0.4639
O: 3.398 2.223 7.138  -0.4742
C: -1.479 1.125 8.977  0.6076
C: -0.785 3.657 9.357  0.4812
C: -0.152 1.014 1.918  -0.5210
C: 0.694 4.389 7.291  0.5139
C: 3.320 -1.272 6.622  -0.2066
C: -0.698 1.280 0.714  -0.0511
C: 2.162 -0.563 6.336  -0.1842
C: 2.443 -1.033 3.969  -0.1438
C: 3.599 -1.748 4.262  -0.2140
C: 1.134 1.653 9.018  0.4507
C: -0.747 1.910 6.424  -0.5246
C: 4.044 -1.875 5.589  -0.1340
C: 1.679 -0.454 5.008  -0.0595
C: 1.184 3.781 4.713  0.6103
C: 0.450 0.278 4.755  -0.0901
C: 0.150 1.323 5.563  0.1426
C: 2.314 2.406 6.774  0.5534
C: -0.406 0.468 -0.473  -0.7059
B: -1.639 -0.823 -0.736  1.2426
H: 1.585 -0.111 7.145  0.2174
H: 0.526 -0.095 -0.344  0.2066
H: 0.368 0.061 2.040  0.1759
H: 3.655 -1.345 7.657  0.2348
H: 4.164 -2.216 3.456  0.2377
H: 4.955 -2.435 5.814  0.2319
H: 2.113 -0.880 2.935  0.2431
H: -1.822 1.957 6.198  0.2515
H: -0.200 1.727 2.744  0.1686
H: -0.248 -0.037 3.976  0.2957
H: -0.443 1.047 -1.405  0.2341
H: -1.392 2.116 0.590  0.2036

- E_HOMO: -7.07 eV
- Lowest unoccupied orbital energy: -4.174 eV
- Orbital gap: 2.9 eV
- Max |F|: 4.10 eV/Å

***

Density functional theory data (ωB97M-V/def2-TZVPD) for a molecular structure, C18H12BrCl2IrN2S at a distorted geometry.

Each line ends with the natural charge from an NBO analysis.
Element x y z (Å)
Ir: 0.221 0.319 -0.103  0.5628
Br: -6.413 4.351 -0.099  0.1687
Cl: 2.552 0.134 -0.248  0.1835
Cl: 1.537 5.378 0.463  0.1440
S: 0.519 2.396 0.147  0.5206
N: -0.030 -1.736 -0.042  -0.5178
N: -1.913 0.181 -0.031  -0.4166
C: 2.639 4.098 0.235  0.0482
C: 0.639 -4.026 -0.006  -0.2135
C: -0.681 -4.432 0.063  -0.0742
C: 3.999 4.370 0.185  -0.2250
C: 3.156 1.774 -0.092  0.1169
C: -1.319 -2.140 0.026  0.1331
C: -2.989 1.185 -0.042  0.1574
C: 2.189 2.765 0.092  -0.4023
C: -2.291 -1.049 0.028  0.1487
C: 0.931 -2.674 -0.057  0.1061
C: -5.039 3.088 -0.078  -0.0664
C: -1.686 -3.464 0.079  -0.1735
C: 4.497 2.009 -0.143  -0.2560
C: -5.335 1.739 0.097  -0.1870
C: -3.724 3.480 -0.240  -0.2126
C: -4.325 0.801 0.113  -0.2317
C: 4.907 3.342 0.000  -0.0639
C: -2.715 2.528 -0.221  -0.2113
H: -4.638 -0.222 0.259  0.2155
H: -3.334 -1.328 0.067  0.2235
H: -2.731 -3.738 0.130  0.2607
H: -0.934 -5.483 0.104  0.2642
H: 5.214 1.212 -0.284  0.2665
H: 1.955 -2.337 -0.109  0.2203
H: 4.338 5.391 0.293  0.2725
H: 1.449 -4.742 -0.021  0.2677
H: -6.361 1.422 0.223  0.2524
H: -3.479 4.523 -0.386  0.2490
H: -1.719 2.884 -0.371  0.2068
H: 5.964 3.570 -0.036  0.2627

- Energy relative to the best compared isomer or geometry (same formula, charge and spin): 8.0 kcal/mol
- Net charge: +2
- E_HOMO (alpha / beta): -13.98 / -13.98 eV
- Lowest unoccupied orbital energy (alpha / beta): -9.807 / -9.191 eV
- Orbital gap (alpha / beta): 4.2 / 4.8 eV
- Max |F|: 1.04 eV/Å

***

Density functional theory data (ωB97M-V/def2-TZVPD) for a molecular structure, C18H12BrN7O5Sr.

Each line ends with the natural charge from an NBO analysis.
Element x y z (Å)
Sr: 0.800 0.236 -0.643  1.8313
Br: -5.856 0.467 -4.505  0.0905
O: 5.466 4.562 -0.491  -0.5024
O: 3.162 0.387 -0.638  -0.8965
O: 1.185 2.527 -1.027  -0.8955
O: 5.788 1.637 -0.278  -0.5583
O: 2.589 5.094 -0.887  -0.5529
N: 1.599 -4.196 -0.537  0.1810
N: 2.508 -5.000 0.115  -0.5850
N: 1.509 -2.924 -0.307  -0.0668
N: 0.851 -4.645 -1.515  -0.2531
N: -1.808 0.183 0.018  -0.5107
N: 0.289 0.170 1.909  -0.5313
N: 0.641 -2.472 -1.193  -0.3809
C: -4.160 0.223 -0.743  -0.2299
C: -0.359 0.456 4.580  -0.1492
C: 1.241 0.177 2.837  0.0643
C: -2.047 0.346 1.249  0.1196
C: -2.789 0.230 -0.997  0.1777
C: 0.959 0.312 4.190  -0.2264
C: -3.259 0.366 -3.362  -0.2123
C: -5.071 0.291 -1.780  -0.2168
C: -4.614 0.368 -3.086  -0.0789
C: -2.346 0.285 -2.320  -0.2122
C: 3.412 1.659 -0.672  0.1953
C: 0.261 -3.528 -1.919  0.1268
C: 4.749 2.233 -0.476  0.3620
C: -1.352 0.463 3.612  -0.2284
C: 3.113 4.003 -0.797  0.3628
C: -0.988 0.317 2.281  0.1989
C: 4.592 3.740 -0.577  0.3832
C: 2.459 2.688 -0.854  0.2072
H: -4.530 0.153 0.270  0.2158
H: -2.913 0.429 -4.384  0.2385
H: -6.133 0.283 -1.577  0.2365
H: -1.296 0.299 -2.599  0.1994
H: 1.765 0.316 4.910  0.2389
H: -3.048 0.537 1.645  0.1677
H: 2.771 -4.534 0.976  0.3916
H: -0.449 -3.491 -2.727  0.2237
H: -0.615 0.571 5.625  0.2315
H: 2.056 -5.886 0.312  0.3865
H: 2.260 0.080 2.478  0.2307
H: -2.392 0.588 3.885  0.2260

- Energy relative to the best compared isomer or geometry (same formula, charge and spin): 0.0 kcal/mol
- E_HOMO: -6.23 eV
- Lowest unoccupied orbital energy: -1.864 eV
- Orbital gap: 4.4 eV
- Max |F|: 0.54 eV/Å